The following is a DFT calculation (ωB97M-V/def2-TZVPD) of C16H17N3O2RuS2Te as an isolated structure in a non-equilibrium geometry.

Each line ends with the Mulliken charge.
Atoms and positions in Å:
Ru1 0.46020 -0.47768 -0.16977  0.52
N1 2.70520 -1.92538 0.05403  -0.42
C1 2.42150 -2.30958 1.44303  -0.43
C2 1.24620 -1.34868 1.77053  0.61
O1 0.10110 -1.83168 1.79033  -0.54
O2 1.51950 -0.12388 1.82033  -0.54
H1 3.04490 -2.70648 -0.49997  0.26
H2 3.42110 -1.19858 0.04003  0.22
H3 3.26310 -2.16828 2.12573  0.33
H4 2.05090 -3.33498 1.48733  0.31
C3 -0.98090 2.30352 1.83483  -0.92
C4 -1.95640 1.38752 1.20933  0.24
N2 -1.63510 0.32552 0.53953  0.72
C5 -2.71190 -0.41428 0.13083  -0.33
C6 -3.90950 0.14552 0.47323  -0.50
S1 -3.67130 1.60752 1.33573  -0.16
C7 -2.48120 -1.70988 -0.47957  0.02
C8 -3.41260 -2.68668 -0.69397  -0.56
S2 -2.66980 -4.11388 -1.28007  -0.14
C9 -1.12820 -3.32018 -1.21637  0.29
N3 -1.20600 -2.09738 -0.79477  0.50
C10 0.13540 -3.98768 -1.60597  -0.97
H5 -0.01630 1.79582 1.92003  0.11
H6 -1.32300 2.59912 2.82473  0.47
H7 -0.85700 3.20402 1.23283  0.21
H8 -4.89750 -0.21218 0.26663  0.45
H9 -4.46810 -2.65228 -0.51727  0.42
H10 0.03810 -4.46278 -2.58177  0.42
H11 0.39040 -4.75758 -0.87817  0.31
H12 0.93900 -3.24618 -1.63927  0.02
Te1 0.24130 0.45652 -2.70617  0.09
C11 0.89840 2.14002 -1.55197  -0.14
C12 0.34230 3.39902 -1.74497  -0.53
C13 0.77630 4.46962 -0.98457  -0.54
C14 1.70930 4.27562 0.02353  -0.51
C15 2.26320 3.02122 0.22203  -0.64
C16 1.88840 1.95522 -0.58107  0.02
H13 -0.40270 3.54312 -2.51387  0.42
H14 0.39060 5.45802 -1.18527  0.40
H15 2.02570 5.11002 0.63063  0.41
H16 3.00450 2.87182 0.99143  0.40
H17 2.45110 1.01752 -0.54197  0.70

Computed properties:
Energy above the lowest of the compared OMol25 structures with the same formula, charge and spin in kcal per mole: 50.7
⟨S²⟩: 1.016
Total energy in hartree: -2093.6717
LUMO level (alpha / beta) in eV: -5.03 / -4.16
Charge: +1
Spin multiplicity: 2

---

The following is a DFT calculation (ωB97M-V/def2-TZVPD) of one molecule with the formula C16H17N3O2S.

Each line ends with the Mulliken charge.
Atoms and positions in Å:
C1 3.22322 0.54709 1.79132  -1.42
C2 2.45447 0.95321 0.57928  0.86
C3 2.83973 0.63017 -0.68471  -0.66
C4 2.11943 1.11456 -1.83070  0.27
O1 2.32895 0.88440 -3.00055  -0.69
N1 1.04662 1.95696 -1.46984  0.01
C5 0.70577 2.18291 -0.18745  0.34
N2 1.34949 1.71305 0.82324  -0.39
S1 -0.71071 3.20745 0.08374  -0.27
C6 -1.55705 2.18149 1.34458  -0.53
H1 -2.16869 2.85514 1.94032  0.45
H2 -0.77867 1.70742 1.93093  0.23
C7 -2.44203 1.27188 0.50671  0.60
O2 -3.54806 1.62938 0.15828  -0.65
N3 -1.87078 0.14524 0.00570  0.37
C8 -0.77310 -0.61135 0.42334  -0.33
C9 -0.25573 -0.78599 1.69380  -0.75
C10 0.80860 -1.66336 1.85074  -0.75
C11 1.34132 -2.34722 0.77270  -0.61
C12 0.78909 -2.20359 -0.49420  -0.91
C13 -0.28048 -1.35352 -0.65536  1.19
C14 -1.12072 -1.08265 -1.86843  -0.97
H3 -1.37360 -1.99505 -2.40621  0.49
H4 -0.59623 -0.41775 -2.55992  0.22
C15 -2.36713 -0.41571 -1.26067  -0.08
C16 -3.48652 -1.41638 -0.99529  -1.57
H5 -4.30725 -0.91829 -0.48572  0.40
H6 -3.85342 -1.82373 -1.93359  0.43
H7 -3.12187 -2.23056 -0.37184  0.32
H8 -2.75423 0.40731 -1.86756  0.56
H9 1.17720 -2.76013 -1.33332  0.49
H10 2.17262 -3.01936 0.92076  0.47
H11 1.21597 -1.82149 2.83790  0.51
H12 -0.67791 -0.28961 2.55347  0.51
H13 0.51136 2.37469 -2.22315  0.26
H14 3.69943 0.00830 -0.87110  0.48
H15 3.99683 1.28961 1.98684  0.38
H16 3.70034 -0.41685 1.64326  0.38
H17 2.56374 0.51233 2.65268  0.35

Computed properties:
SMILES: Cc1cc(=O)[nH]c(SCC(=O)N2c3ccccc3C[C@H]2C)n1
Energy above the lowest of the compared OMol25 structures with the same formula, charge and spin in kcal per mole: 4.2
Total energy in hartree: -1332.8942
LUMO level in eV: 0.25
Spin multiplicity: 1

---

The following is a DFT calculation (ωB97M-V/def2-TZVPD) of one molecule with the formula C16H17N3O5 in a non-equilibrium geometry.

Each line ends with the Mulliken charge.
Atoms and positions in Å:
O1 1.68214 -1.84784 -1.10431  -0.57
N1 2.46132 -0.34440 3.38556  -0.33
N2 2.68923 0.19140 2.18316  -0.57
O2 1.92987 -1.75367 1.90066  -0.36
O3 0.40528 -4.48538 5.21427  -0.36
O4 1.45725 -1.78573 5.64493  -0.37
O5 -1.38453 2.41177 -4.48612  -0.41
C1 1.84363 -0.65133 -1.05219  0.06
C2 2.01574 -1.56197 3.25729  0.40
C3 2.36629 -0.69359 1.30941  0.57
C4 1.11338 -3.77680 4.24201  -0.33
C5 1.51809 -2.42706 4.37747  0.36
C6 0.25208 0.62170 -4.34687  -0.99
C7 -0.12572 2.23164 -2.42643  -0.39
C8 0.99027 -0.11039 -3.35903  -0.22
C9 0.66112 1.45219 -1.57211  -0.29
C10 -0.43597 1.77174 -3.79307  0.48
C11 1.12789 0.26718 -1.99035  0.45
N3 2.52759 -0.23411 0.09269  -0.14
C12 -3.47970 1.86868 -3.20343  -1.00
C13 -3.30122 3.76262 -4.97497  -1.31
C14 0.67242 -3.99969 6.49725  -0.48
C15 0.53827 -2.41875 6.62730  -0.34
C16 -2.57594 3.00981 -3.86205  0.44
H1 1.22732 -4.17203 3.23015  0.42
H2 0.14794 0.35751 -5.40148  0.44
H3 -0.37794 3.24877 -2.12444  0.32
H4 1.54680 -1.01675 -3.72274  0.31
H5 0.73023 1.75011 -0.54412  0.49
H6 3.04919 0.67764 0.01494  0.35
H7 -2.74524 1.44725 -2.48034  0.31
H8 -4.32290 2.49318 -2.77847  0.33
H9 -3.93106 1.05677 -3.80916  0.29
H10 -2.51021 4.37149 -5.51297  0.33
H11 -3.81253 4.52710 -4.40287  0.41
H12 -3.77080 3.18598 -5.82200  0.31
H13 0.12643 -4.63974 7.20710  0.31
H14 1.69973 -4.28980 6.61120  0.35
H15 0.79649 -2.00355 7.59699  0.33
H16 -0.56721 -2.18551 6.44116  0.22
H17 -2.23504 3.69360 -3.06405  0.16

Computed properties:
SMILES: CC(C)Oc1ccc(C(=O)Nc2nnc(C3=COCCO3)o2)cc1
Energy above the lowest of the compared OMol25 structures with the same formula, charge and spin in kcal per mole: 188.0
Total energy in hartree: -1160.1897
LUMO level in eV: 0.45
Spin multiplicity: 1

---

The following is a DFT calculation (ωB97M-V/def2-TZVPD) of one molecule with the formula C16H17N3OS.

Each line ends with the Mulliken charge.
Atoms and positions in Å:
C1 -1.55025 3.40543 -2.68162  -1.50
H1 -1.27445 3.87234 -3.62451  0.44
H2 -2.44373 2.80692 -2.85352  0.34
C2 -1.80254 4.47847 -1.62416  0.73
C3 -0.54290 5.30626 -1.38793  -1.41
H3 -0.18969 5.73422 -2.32345  0.41
H4 0.24667 4.68890 -0.96784  0.29
H5 -0.74369 6.11683 -0.69177  0.35
C4 -2.31230 3.87080 -0.30204  -1.12
C5 -1.31379 2.90015 0.30711  0.56
O1 -0.42925 3.25333 1.05401  -0.63
N1 -1.51981 1.60886 -0.08638  -0.07
C6 -0.78727 0.46057 0.22602  0.95
C7 0.31290 0.46486 1.08022  -0.44
C8 0.98622 -0.71038 1.33883  -0.75
C9 0.58800 -1.91553 0.76050  0.23
C10 -0.51436 -1.91304 -0.09377  -1.08
C11 -1.19073 -0.74129 -0.35639  -0.59
H6 -2.04406 -0.75171 -1.02190  0.31
H7 -0.84482 -2.83051 -0.55626  0.30
C12 1.32150 -3.13159 1.05678  0.54
C13 1.09496 -4.41848 0.60732  -0.57
N2 2.06527 -5.18898 1.17974  0.17
C14 2.47638 -6.49295 1.21161  -0.38
C15 3.55646 -6.66404 1.99605  -0.36
S1 4.10671 -5.18118 2.73403  -0.18
C16 2.82750 -4.33559 1.94334  0.13
N3 2.41140 -3.10408 1.89205  -0.50
H8 4.07952 -7.57585 2.19741  0.43
H9 1.95535 -7.24823 0.65284  0.37
H10 0.35323 -4.82924 -0.04432  0.47
H11 1.83925 -0.71867 1.99813  0.45
H12 0.63000 1.38881 1.53334  0.53
H13 -2.28877 1.44629 -0.72167  0.15
H14 -3.27077 3.37547 -0.47127  0.39
H15 -2.45996 4.67961 0.41514  0.39
H16 -2.59156 5.14423 -1.99485  0.33
H17 -0.73665 2.74897 -2.38082  0.30

Computed properties:
SMILES: CC(C)CC(=O)Nc1ccc(-c2cn3ccsc3n2)cc1
Energy above the lowest of the compared OMol25 structures with the same formula, charge and spin in kcal per mole: 7.1
Total energy in hartree: -1257.6230
LUMO level in eV: 0.70
Spin multiplicity: 1

---

The following is a DFT calculation (ωB97M-V/def2-TZVPD) of C16H17N6O2Pd as an isolated structure in a non-equilibrium geometry.

Each line ends with the Mulliken charge.
Atoms and positions in Å:
Pd1 -9.89399 4.76355 10.83826  0.34
N1 -11.67692 5.81269 10.66320  -0.12
N2 -12.71934 5.09863 11.28983  -0.40
C1 -12.33163 4.24595 12.34120  0.52
O1 -13.17751 3.85866 13.13153  -0.72
O2 -11.08354 3.87584 12.28335  -0.47
H1 -11.69776 6.76112 11.01959  0.22
H2 -11.89695 5.90839 9.67842  0.32
H3 -13.46566 5.69992 11.67314  0.28
C2 -7.56601 1.41664 11.62542  -0.82
C3 -6.40491 1.54298 10.67254  -0.37
C4 -6.37327 2.66450 9.90637  -0.85
C5 -7.36904 3.70533 9.92023  0.29
N3 -8.30958 3.58474 10.98570  -0.19
C6 -8.42641 2.43717 11.67814  -0.33
C7 -7.56261 4.82542 9.11561  0.47
C8 -6.75523 5.27669 8.03189  -0.82
C9 -6.93075 6.49057 7.47011  -0.32
C10 -8.07456 7.33014 7.89853  -1.02
C11 -8.85656 6.81194 8.88856  0.16
N4 -8.77185 5.53914 9.34396  -0.04
H4 -7.72011 0.54482 12.26942  0.37
H5 -5.65873 0.79309 10.56945  0.45
H6 -5.58833 2.76014 9.16241  0.25
H7 -9.29710 2.45657 12.31259  0.53
H8 -6.05180 4.55574 7.64202  0.29
H9 -6.32108 6.70408 6.56385  0.30
H10 -8.18952 8.35069 7.54441  0.35
H11 -9.72678 7.39531 9.29654  0.24
N5 -7.85196 6.01062 12.45815  -0.47
C12 -8.89765 6.90435 12.54372  0.94
C13 -10.03592 6.59185 13.33365  -0.26
C14 -11.04728 7.56961 13.34171  -0.65
N6 -10.98768 8.76579 12.67819  -0.69
C15 -9.82623 9.05884 12.10925  -0.32
C16 -8.79231 8.17531 11.99059  -0.49
H12 -8.12501 5.05130 12.64179  0.26
H13 -7.17514 6.10669 11.70126  0.30
H14 -10.14366 5.65555 13.84866  0.40
H15 -11.91328 7.40202 13.94920  0.44
H16 -9.73534 10.02175 11.58697  0.33
H17 -7.88427 8.37050 11.41266  0.31

Computed properties:
Energy above the lowest of the compared OMol25 structures with the same formula, charge and spin in kcal per mole: 0.0
Total energy in hartree: -1226.8401
LUMO level in eV: 3.08
Charge: -1
Spin multiplicity: 1

---

The following is a DFT calculation (ωB97M-V/def2-TZVPD) of one molecule with the formula C16H17N7OS in a non-equilibrium geometry.

Each line ends with the Mulliken charge.
Atoms and positions in Å:
C1 -5.37946 -0.85258 1.46023  -1.33
H1 -4.70675 -1.25034 2.21501  0.34
H2 -5.59587 0.18619 1.69387  0.32
H3 -6.31329 -1.40737 1.49497  0.44
C2 -4.74887 -1.00140 0.08047  -0.41
N1 -3.36867 -0.54700 0.05990  0.05
C3 -2.65796 -0.95300 -1.13752  -1.15
H4 -2.89200 -1.99861 -1.34703  0.49
C4 -1.14834 -0.81001 -0.92369  -0.55
C5 -0.84211 0.56260 -0.40971  0.01
C6 -1.84563 1.32211 0.09885  0.60
S1 -1.33761 2.91352 0.59498  -0.29
C7 0.26975 2.53371 0.10400  0.40
N2 1.33675 3.34998 0.16188  0.70
N3 1.51432 4.61486 0.56445  -0.87
N4 2.74035 4.88939 0.37506  -0.55
N5 3.42813 3.88968 -0.13425  -0.51
C8 2.58325 2.88951 -0.28659  0.20
N6 2.76943 1.65899 -0.72986  -0.45
C9 1.74639 0.83552 -0.78264  0.58
N7 1.97272 -0.41140 -1.25238  -0.04
H5 1.27573 -1.10936 -1.05127  0.16
C10 3.32433 -0.89728 -1.45576  -1.19
C11 3.91948 -1.43518 -0.19178  0.57
C12 3.50954 -2.43263 0.64745  -0.37
C13 4.43862 -2.45629 1.71547  -0.42
C14 5.33795 -1.47210 1.44425  -0.51
O1 5.02853 -0.85133 0.29785  -0.31
H6 6.20815 -1.13234 1.96913  0.46
H7 4.43282 -3.11386 2.56014  0.41
H8 2.66192 -3.07605 0.52165  0.47
H9 3.28739 -1.67067 -2.22853  0.43
H10 3.93171 -0.05624 -1.79312  0.39
C15 0.41789 1.24371 -0.39771  0.06
C16 -3.26237 0.88848 0.24336  -0.73
H11 -3.61868 1.14514 1.24391  0.47
H12 -3.88967 1.44059 -0.48694  0.31
H13 -0.64139 -0.98765 -1.87482  0.44
H14 -0.82336 -1.55864 -0.19480  0.32
H15 -2.96062 -0.35240 -2.01387  0.32
H16 -4.74081 -2.06140 -0.18533  0.39
H17 -5.36169 -0.46886 -0.66929  0.34

Computed properties:
SMILES: CCN1CCc2c(sc3c2c(NCc2ccco2)nc2nnnn23)C1
Energy above the lowest of the compared OMol25 structures with the same formula, charge and spin in kcal per mole: 72.9
Total energy in hartree: -1476.5796
LUMO level in eV: 0.35
Spin multiplicity: 1

---

- total energy of number 6 (C16H17N7OS)?
  -1476.5796 hartree